[1]
Entry from OMol25: a cluster of 7 separate species, C13H37BN13O9 in total (the ωB97M-V functional and the def2-TZVPD basis).

Structure (ORCA input):
```
! RIJCOSX wB97M-V def2-TZVPD def2/J DEFGRID3
* xyz -1 1
N 5.29468 2.51023 0.54117
C 4.32179 3.29550 0.81330
C 3.50029 3.20975 2.03613
B 1.87506 3.23955 1.73889
O 1.18965 4.43038 2.32037
C 0.27573 4.93999 1.39583
C 0.54663 4.20733 0.05653
C -0.67816 3.71696 -0.71623
C -1.41450 2.49043 -0.20196
C -1.54024 2.25045 1.24509
O -0.69230 1.42326 0.35260
O 1.53813 3.26680 0.27811
H 5.68278 2.74781 -0.37142
H 4.04353 4.08551 0.10787
H 3.77396 2.30025 2.57335
H 3.72962 4.07099 2.67619
H 1.36862 2.19280 2.26358
H 0.46069 6.01028 1.24101
H -0.74827 4.80359 1.77436
H 0.96021 4.99886 -0.59899
H -0.37416 3.47718 -1.73967
H -1.39841 4.54163 -0.73937
H -2.26900 2.17818 -0.80569
H -0.82521 2.60780 1.97628
H -2.36926 1.66875 1.63743
C -2.34631 -1.87974 -1.39349
O -3.24238 -2.33823 -2.12824
N -1.26457 -2.62286 -1.08292
N -2.41064 -0.63450 -0.87904
H -0.51944 -2.26796 -0.51190
H -1.21219 -3.56278 -1.47452
H -3.21323 -0.08922 -1.13355
H -1.71244 -0.20455 -0.28205
C -6.76796 -4.07568 -2.68888
O -7.46244 -4.57280 -3.57296
N -6.93491 -4.41781 -1.37416
N -5.79217 -3.17522 -2.93502
H -6.37148 -4.03545 -0.63845
H -7.66176 -5.07176 -1.15346
H -5.64681 -2.90086 -3.88844
H -5.18582 -2.78001 -2.23266
C -2.07337 -5.68583 -3.30079
O -1.31020 -5.40849 -2.37944
N -1.95498 -6.87414 -3.97501
N -3.06812 -4.86642 -3.71320
H -2.55863 -7.13634 -4.72960
H -1.22321 -7.49534 -3.68688
H -3.16959 -3.97884 -3.22101
H -3.69188 -5.09746 -4.46260
C 8.11266 5.11695 1.59939
O 7.43007 5.92666 0.99768
N 9.42272 5.43361 1.96031
N 7.72138 3.88610 1.98437
H 10.04781 4.77803 2.39041
H 9.76413 6.33359 1.68268
H 6.79198 3.54861 1.76255
H 8.32031 3.28623 2.51902
C -9.85810 -7.75450 -3.57695
O -10.68708 -7.16368 -4.24478
N -8.65696 -7.22393 -3.21675
N -10.08648 -9.03785 -3.12664
H -7.99619 -7.74307 -2.67028
H -8.40384 -6.28527 -3.50870
H -10.96164 -9.45796 -3.37348
H -9.42852 -9.55513 -2.57679
C 8.31360 3.78866 5.72312
O 7.54982 3.21098 4.97884
N 8.50979 3.40329 7.02595
N 9.03076 4.88890 5.32210
H 9.12467 3.87784 7.65779
H 7.98774 2.60960 7.34607
H 8.84724 5.24665 4.39823
H 9.64689 5.39370 5.92936
*
```

The orbital gap is 6.09 eV. The value obtained for the molar mass is 530.33 g mol⁻¹. The value obtained for the calculated total energy is -52564.3571 eV.

---

[2]
Entry from OMol25: a cluster of 11 separate species, C13H37BNO18 in total (the ωB97M-V functional and the def2-TZVPD basis).

Structure (ORCA input):
```
! RIJCOSX wB97M-V def2-TZVPD def2/J DEFGRID3
* xyz -1 1
O 8.03499 -16.55195 -7.81218
C 8.85281 -16.64584 -8.72567
O 8.72194 -16.53090 -10.07629
B 9.97592 -16.55997 -10.76216
O 10.88647 -16.87950 -9.63131
C 10.26280 -16.79233 -8.46682
O 10.86608 -16.90040 -7.38282
O 10.14945 -15.32356 -11.50766
C 10.62405 -15.54525 -12.71062
O 11.08162 -14.67448 -13.47299
C 10.47565 -17.07650 -12.90335
O 10.06246 -17.62183 -11.78414
O 10.83821 -17.68634 -13.93607
C 10.45019 -17.03828 -3.64853
C 9.61304 -15.87601 -3.19340
C 8.63397 -16.29742 -2.02140
C 9.34674 -16.26144 -0.61170
C 9.98030 -14.92163 -0.47519
C 10.92675 -14.47405 -1.54657
N 10.34873 -14.61537 -2.85788
O 11.17727 -14.05037 -3.92949
C 11.03588 -12.96566 -1.35536
C 12.28162 -15.08796 -1.30944
C 8.67950 -15.55798 -4.41132
H 9.80743 -17.84184 -4.00804
H 10.91829 -17.55245 -2.80912
H 11.23618 -16.73837 -4.34162
H 7.59333 -15.97537 -1.98315
H 8.44507 -17.36187 -2.16057
H 10.06638 -17.07432 -0.51446
H 8.58514 -16.59128 0.09488
H 10.43747 -14.88784 0.51374
H 9.13827 -14.23590 -0.38111
H 11.39331 -12.64126 -0.37807
H 11.72827 -12.51416 -2.06588
H 10.15979 -12.37126 -1.61472
H 12.23459 -16.17425 -1.23300
H 12.93869 -14.82219 -2.13753
H 12.82559 -14.81699 -0.40458
H 7.92277 -16.33915 -4.48356
H 9.22207 -15.55725 -5.35669
H 8.26516 -14.57586 -4.18360
H 10.82968 -13.15560 -3.91658
O 13.46478 -15.90232 -7.66933
H 13.15928 -16.55057 -8.30389
H 12.95287 -15.11706 -7.86306
O 12.30114 -20.35033 -13.55062
H 12.42332 -19.72434 -14.26437
H 11.49049 -20.80950 -13.77025
O 12.76248 -18.76504 -6.97215
H 12.23036 -17.97298 -7.04786
H 12.15558 -19.48083 -7.16072
O 13.52294 -15.63527 -14.00396
H 13.65543 -14.99666 -14.70458
H 12.61540 -15.50499 -13.72896
O 10.91877 -11.97375 -12.22160
H 10.64404 -11.23094 -12.75917
H 11.07125 -12.68054 -12.84885
O 13.05807 -18.57352 -11.23501
H 12.83932 -17.75557 -11.68147
H 12.80769 -19.25925 -11.85413
O 8.55375 -20.75711 -11.45831
H 8.88256 -20.08388 -12.05403
H 8.17155 -20.26730 -10.73013
O 7.12691 -17.64123 -12.90455
H 7.57522 -17.03840 -12.31140
H 7.26166 -17.26618 -13.77485
O 7.55377 -19.56362 -9.23456
H 7.46408 -18.76516 -8.71432
H 7.65055 -20.26216 -8.58732
*
```

The orbital gap is 8.52 eV. The value obtained for the molar mass is 506.24 g mol⁻¹. The relative energy (zero: lowest compared OMol25 entry of this formula, charge and spin) is 0.0 kJ/mol. The value obtained for the calculated total energy is -53108.7224 eV.

---

[3]
Entry from OMol25: a structure of composition C13H37ClN3O8 (the ωB97M-V functional and the def2-TZVPD basis).

Structure (ORCA input):
```
! RIJCOSX wB97M-V def2-TZVPD def2/J DEFGRID3
* xyz -1 1
Cl 0.70157 -1.67701 -1.62752
O -0.32740 -1.33326 -2.48870
O 1.59383 -0.55378 -1.55162
O 0.23998 -1.86883 -0.33891
O 1.22247 -2.95629 -2.05896
C -1.28036 -4.62957 -0.26180
O -0.67033 -5.16342 -1.35969
H -1.68808 -3.64500 -0.49086
H -1.91571 -5.34891 0.25490
H -0.46755 -4.46074 0.44456
H 0.11841 -4.65823 -1.57015
C -2.32733 1.22016 -0.72643
C -2.09396 0.39106 0.56984
C -3.03114 -0.83940 0.59381
O -2.88497 -1.62979 1.75611
C -3.84854 -2.65752 1.94016
N -0.67664 0.16560 0.76860
H -1.48527 1.88165 -0.93001
H -3.21308 1.81542 -0.50460
H -2.62231 0.42763 -1.41416
H -2.45722 0.96834 1.42007
H -2.89137 -1.48276 -0.27489
H -4.05462 -0.46655 0.55419
H -4.88535 -2.32183 1.96043
H -3.72870 -3.10867 2.92514
H -3.55715 -3.30278 1.11140
H -0.39657 -0.57686 0.14377
H -0.64679 -0.45147 1.56761
C -0.14719 1.47345 -2.86998
C 0.61160 1.76417 -1.58204
C 0.07956 3.12457 -0.91183
O 0.62640 3.25847 0.33757
C 0.64988 4.59727 0.79089
N 0.32018 0.66747 -0.67102
H -1.22788 1.33256 -2.88911
H 0.37448 0.70553 -3.44117
H 0.04629 2.26473 -3.59424
H 1.67429 1.68850 -1.81240
H -1.00000 3.27479 -0.90315
H 0.46587 3.93532 -1.52955
H -0.16498 5.30530 0.63985
H 1.58831 4.88990 0.31991
H 1.01166 4.61762 1.81889
H -0.58401 0.30953 -0.94384
H 0.73757 -0.19233 -0.99757
C 2.81539 -1.71240 1.95939
C 2.11386 -0.34063 1.89757
C 2.91673 0.60142 0.98731
O 2.06979 1.66913 0.50413
C 2.87863 2.55434 -0.28646
N 0.77075 -0.44023 1.38510
H 2.98472 -2.10782 0.95787
H 2.22256 -2.46257 2.48274
H 3.84430 -1.59028 2.29784
H 2.25791 -0.01308 2.92716
H 3.20782 -0.00266 0.12798
H 3.70703 0.90419 1.67422
H 2.97344 1.98652 -1.21203
H 3.77417 2.91070 0.22259
H 2.27909 3.37289 -0.68471
H 0.42726 -1.12416 2.04415
H 0.96871 -0.95941 0.54169
*
```

The orbital gap is 4.14 eV. The value obtained for the molar mass is 398.90 g mol⁻¹. The relative energy (zero: lowest compared OMol25 entry of this formula, charge and spin) is 1998.0 kJ/mol. The value obtained for the calculated total energy is -47424.2126 eV.

---

Q: Look up the molar mass of the first one.
A: 530.33 g mol⁻¹

---

Please write out number 3 again, unchanged.
Entry from OMol25: a structure of composition C13H37ClN3O8 (the ωB97M-V functional and the def2-TZVPD basis).

Structure (ORCA input):
```
! RIJCOSX wB97M-V def2-TZVPD def2/J DEFGRID3
* xyz -1 1
Cl 0.70157 -1.67701 -1.62752
O -0.32740 -1.33326 -2.48870
O 1.59383 -0.55378 -1.55162
O 0.23998 -1.86883 -0.33891
O 1.22247 -2.95629 -2.05896
C -1.28036 -4.62957 -0.26180
O -0.67033 -5.16342 -1.35969
H -1.68808 -3.64500 -0.49086
H -1.91571 -5.34891 0.25490
H -0.46755 -4.46074 0.44456
H 0.11841 -4.65823 -1.57015
C -2.32733 1.22016 -0.72643
C -2.09396 0.39106 0.56984
C -3.03114 -0.83940 0.59381
O -2.88497 -1.62979 1.75611
C -3.84854 -2.65752 1.94016
N -0.67664 0.16560 0.76860
H -1.48527 1.88165 -0.93001
H -3.21308 1.81542 -0.50460
H -2.62231 0.42763 -1.41416
H -2.45722 0.96834 1.42007
H -2.89137 -1.48276 -0.27489
H -4.05462 -0.46655 0.55419
H -4.88535 -2.32183 1.96043
H -3.72870 -3.10867 2.92514
H -3.55715 -3.30278 1.11140
H -0.39657 -0.57686 0.14377
H -0.64679 -0.45147 1.56761
C -0.14719 1.47345 -2.86998
C 0.61160 1.76417 -1.58204
C 0.07956 3.12457 -0.91183
O 0.62640 3.25847 0.33757
C 0.64988 4.59727 0.79089
N 0.32018 0.66747 -0.67102
H -1.22788 1.33256 -2.88911
H 0.37448 0.70553 -3.44117
H 0.04629 2.26473 -3.59424
H 1.67429 1.68850 -1.81240
H -1.00000 3.27479 -0.90315
H 0.46587 3.93532 -1.52955
H -0.16498 5.30530 0.63985
H 1.58831 4.88990 0.31991
H 1.01166 4.61762 1.81889
H -0.58401 0.30953 -0.94384
H 0.73757 -0.19233 -0.99757
C 2.81539 -1.71240 1.95939
C 2.11386 -0.34063 1.89757
C 2.91673 0.60142 0.98731
O 2.06979 1.66913 0.50413
C 2.87863 2.55434 -0.28646
N 0.77075 -0.44023 1.38510
H 2.98472 -2.10782 0.95787
H 2.22256 -2.46257 2.48274
H 3.84430 -1.59028 2.29784
H 2.25791 -0.01308 2.92716
H 3.20782 -0.00266 0.12798
H 3.70703 0.90419 1.67422
H 2.97344 1.98652 -1.21203
H 3.77417 2.91070 0.22259
H 2.27909 3.37289 -0.68471
H 0.42726 -1.12416 2.04415
H 0.96871 -0.95941 0.54169
*
```

The orbital gap is 4.14 eV. The value obtained for the molar mass is 398.90 g mol⁻¹. The relative energy (zero: lowest compared OMol25 entry of this formula, charge and spin) is 1998.0 kJ/mol. The value obtained for the calculated total energy is -47424.2126 eV.